Molecular formula: C8H11IO6
Method: DFT, the ωB97M-V functional and the def2-TZVPD basis

Last column: Löwdin charge in e.
Atoms and positions in Å:
C: -0.868 2.127 3.366  0.0399
C: -0.196 1.287 2.337  -0.4939
O: 0.204 1.709 1.291  0.1383
O: -0.054 -0.013 2.726  0.1139
C: 0.863 -0.733 1.975  -0.3742
O: 2.056 -0.606 2.115  0.1818
C: 0.233 -1.719 1.034  -0.0548
O: -0.770 -1.034 0.307  0.0140
C: -1.470 -1.853 -0.525  -0.5567
O: -2.206 -2.715 -0.112  0.1644
O: -1.352 -1.586 -1.823  0.0758
C: -0.110 -1.019 -2.266  -0.1773
C: 0.036 0.467 -2.034  -0.2872
C: 1.295 0.939 -2.757  -0.6171
I: 0.866 1.344 -4.821  0.7639
H: -0.082 2.654 3.883  0.0994
H: -1.471 2.854 2.855  0.0911
H: -1.469 1.543 4.042  0.0881
H: 1.011 -2.128 0.407  0.1417
H: -0.213 -2.535 1.589  0.1495
H: 0.741 -1.559 -1.875  0.1270
H: -0.100 -1.167 -3.333  0.1009
H: -0.836 0.993 -2.381  0.1019
H: 0.193 0.686 -0.990  0.0853
H: 1.632 1.868 -2.343  0.0359
H: 2.066 0.195 -2.665  0.0483

Computed properties:
- total energy (eV) = -28859.8447
- molar mass (Da) = 330.07
- SMILES = CC(=O)OC(=O)COC(=O)OCCCI